1.
C35H40N7O2P2Zr | ωB97M-V/def2-TZVPD

Last column: Löwdin charge in e.
Atoms and positions in Å:
Zr 1.440 1.015 -0.322  1.80
N 3.244 1.325 -1.813  -0.05
C 3.781 2.641 -1.365  -0.18
C 4.342 2.498 0.043  -0.13
N 3.484 1.588 0.885  -0.24
C 4.269 0.360 1.237  -0.15
C 3.376 -0.846 1.392  -0.18
N 2.626 -1.000 0.118  -0.05
C 3.058 2.271 2.141  -0.16
C 2.113 3.415 1.839  -0.16
N 0.986 2.922 0.996  -0.05
H 4.002 0.646 -1.833  0.12
H 2.943 1.376 -2.793  0.08
H 2.959 3.359 -1.398  0.11
H 4.552 3.009 -2.043  0.15
H 4.429 3.478 0.507  0.13
H 5.351 2.091 0.009  0.14
H 4.863 0.537 2.136  0.15
H 4.975 0.165 0.429  0.13
H 2.648 -0.720 2.194  0.09
H 3.973 -1.729 1.622  0.14
H 1.944 -1.749 0.208  0.10
H 3.256 -1.316 -0.617  0.12
H 3.931 2.636 2.688  0.15
H 2.560 1.528 2.769  0.12
H 2.617 4.210 1.293  0.13
H 1.748 3.853 2.767  0.14
H 0.643 3.676 0.405  0.10
H 0.202 2.659 1.593  0.09
O 0.341 0.256 1.281  -0.51
P -0.851 -0.679 1.665  0.85
C -1.240 -1.787 0.280  -0.27
P -1.005 -1.154 -1.420  0.85
O 0.324 -0.347 -1.367  -0.50
C -2.361 -0.131 -1.905  -0.30
C -3.272 -0.608 -2.851  -0.04
C -4.350 0.182 -3.223  -0.04
C -4.514 1.439 -2.664  -0.03
C -3.609 1.919 -1.720  -0.05
C -2.537 1.137 -1.336  -0.12
C -0.812 -2.553 -2.478  -0.32
C 0.018 -2.411 -3.595  -0.06
C 0.132 -3.459 -4.493  -0.03
C -0.578 -4.635 -4.282  -0.02
C -1.406 -4.774 -3.174  -0.04
C -1.529 -3.734 -2.269  -0.07
C -2.253 0.326 2.080  -0.30
C -2.044 1.343 3.020  -0.08
C -3.102 2.137 3.425  -0.04
C -4.374 1.909 2.907  -0.02
C -4.588 0.892 1.989  -0.03
C -3.531 0.097 1.573  -0.07
C -0.331 -1.690 3.027  -0.30
C -0.867 -2.965 3.216  -0.06
C -0.522 -3.696 4.342  -0.03
C 0.345 -3.155 5.282  -0.02
C 0.872 -1.881 5.104  -0.04
C 0.534 -1.145 3.982  -0.09
H -2.262 -2.157 0.391  0.09
H -0.578 -2.652 0.380  0.09
H -3.132 -1.578 -3.312  0.12
H -5.044 -0.176 -3.971  0.13
H -5.346 2.058 -2.972  0.13
H -3.745 2.903 -1.292  0.12
H -1.845 1.515 -0.591  0.09
H 0.570 -1.495 -3.764  0.07
H 0.771 -3.358 -5.360  0.13
H -0.489 -5.449 -4.989  0.13
H -1.957 -5.692 -3.020  0.12
H -2.189 -3.850 -1.417  0.11
H -1.065 1.492 3.465  0.10
H -2.947 2.917 4.158  0.12
H -5.204 2.522 3.234  0.13
H -5.580 0.713 1.599  0.13
H -3.724 -0.686 0.850  0.11
H -1.560 -3.396 2.503  0.11
H -0.935 -4.684 4.489  0.13
H 0.608 -3.727 6.162  0.13
H 1.537 -1.462 5.847  0.12
H 0.930 -0.144 3.856  0.09
N 0.629 2.429 -1.736  0.00
C 0.227 2.195 -2.826  -0.15
C -0.083 1.755 -4.065  -0.22
C -1.355 1.916 -4.675  -0.17
N -2.402 2.023 -5.135  0.22
C 1.004 0.981 -4.564  -0.19
N 1.959 0.355 -4.729  0.18

As for the HOMO-LUMO gap: 7.44 eV. The largest force on an atom comes out at 0.0052 Eh/bohr. The highest occupied orbital energy comes out at -0.59252 hartree. For the total energy, the calculation gives -2620.619499 Ha. The net charge is +3. The relative energy (zero: lowest compared OMol25 entry of this formula, charge and spin) is 0.3 kcal per mole.

---

2.
C35H41CsF5N6O4PS2Te | ωB97M-V/def2-TZVPD

Last column: Löwdin charge in e.
Atoms and positions in Å:
Cs 0.720 -0.105 0.350  1.45
O -5.168 1.289 -1.162  -0.09
N -3.843 1.020 -0.746  0.03
C -3.208 0.275 -1.557  -0.14
C -3.596 -0.350 -2.839  -0.19
C -4.908 -0.725 -3.116  -0.03
C -5.228 -1.352 -4.311  -0.09
C -4.237 -1.594 -5.246  -0.09
C -2.927 -1.217 -4.982  -0.08
C -2.583 -0.604 -3.784  -0.29
P -0.855 -0.067 -3.384  1.15
C 0.087 -0.533 -4.886  -0.36
C 0.290 -1.893 -5.136  -0.10
C 1.084 -2.299 -6.198  -0.08
C 1.705 -1.360 -7.011  -0.11
C 1.536 -0.009 -6.749  -0.10
C 0.733 0.402 -5.692  -0.09
C -1.135 1.744 -3.686  -0.37
C -1.773 2.253 -4.820  -0.10
C -1.991 3.613 -4.964  -0.10
C -1.581 4.493 -3.966  -0.11
C -0.956 4.003 -2.832  -0.08
C -0.738 2.634 -2.695  -0.08
H -5.460 1.889 -0.470  0.08
H -2.186 0.092 -1.240  0.06
H -5.677 -0.537 -2.382  0.10
H -6.251 -1.652 -4.505  0.09
H -4.474 -2.082 -6.184  0.09
H -2.164 -1.414 -5.722  0.09
H -0.127 -2.632 -4.463  0.09
H 1.240 -3.357 -6.366  0.10
H 2.337 -1.681 -7.832  0.09
H 2.037 0.733 -7.360  0.09
H 0.614 1.460 -5.497  0.09
H -2.102 1.570 -5.595  0.11
H -2.487 3.989 -5.851  0.09
H -1.757 5.557 -4.074  0.09
H -0.639 4.674 -2.044  0.10
H -0.252 2.269 -1.796  0.08
O 0.844 2.419 0.716  -0.24
C 1.620 2.375 1.673  -0.70
O 2.064 1.293 2.215  -0.36
C 2.129 3.651 2.286  -0.16
C 1.615 4.880 1.889  -0.02
C 2.094 6.054 2.442  -0.10
C 3.107 5.991 3.397  -0.11
C 3.632 4.774 3.793  -0.13
C 3.147 3.583 3.238  -0.59
S 3.827 2.036 3.682  0.80
H 0.837 4.874 1.137  0.11
H 1.692 7.011 2.132  0.09
H 3.496 6.903 3.836  0.09
H 4.425 4.734 4.529  0.09
C -1.788 -2.593 3.334  -0.07
N -1.466 -1.796 4.516  -0.18
C -2.594 -1.669 5.423  -0.08
C -0.741 -0.631 4.264  -0.46
N -0.522 -0.259 3.064  0.10
N -0.325 0.041 5.413  -0.18
C 0.255 -0.716 6.505  -0.08
C 0.254 1.357 5.232  -0.07
H -2.215 -3.538 3.674  0.09
H -0.904 -2.816 2.744  0.05
H -2.509 -2.085 2.686  0.09
H -3.474 -1.259 4.908  0.09
H -2.348 -1.013 6.255  0.07
H -2.859 -2.652 5.817  0.08
H 0.192 0.463 3.002  -0.02
H -0.003 -1.767 6.401  0.08
H -0.111 -0.355 7.472  0.08
H 1.349 -0.624 6.502  0.09
H 1.281 1.324 4.849  0.05
H 0.264 1.874 6.194  0.08
H -0.354 1.938 4.539  0.10
S 4.889 -1.733 -0.924  0.48
C 4.187 -2.188 0.553  -0.91
N 3.593 -3.369 0.750  0.02
C 2.906 -3.724 1.991  -0.17
C 2.374 -2.472 2.668  -0.18
C 3.509 -1.486 2.856  -0.20
N 4.241 -1.331 1.602  0.01
H 3.256 -3.812 -0.096  0.10
H 3.608 -4.244 2.655  0.11
H 2.087 -4.393 1.734  0.09
H 1.902 -2.701 3.625  0.12
H 1.620 -2.059 2.003  0.03
H 4.190 -1.842 3.639  0.11
H 3.132 -0.509 3.146  0.05
H 4.575 -0.416 1.348  0.10
F 1.407 -4.912 -0.873  -0.48
Te -0.027 -3.594 -0.836  1.83
F 0.306 -3.596 -2.745  -0.48
F -1.225 -5.147 -1.281  -0.53
F -1.594 -2.332 -1.424  -0.56
F -0.091 -4.203 1.161  -0.54
O 1.165 -2.237 -0.515  -1.11

As for the HOMO-LUMO gap (alpha / beta): 4.68 / 6.39 eV. The largest force on an atom comes out at 0.0551 Eh/bohr. The highest occupied orbital energy (alpha / beta) comes out at -0.05787 / -0.10252 hartree. For the total energy, the calculation gives -3913.097788 Ha. The net charge is -2. The relative energy (zero: lowest compared OMol25 entry of this formula, charge and spin) is 81.3 kcal per mole.

---

3.
C35H41CsN4O3S2Si | ωB97M-V/def2-TZVPD

Last column: Löwdin charge in e.
Atoms and positions in Å:
Cs -0.820 0.432 -0.199  1.21
C -2.705 2.599 -2.165  -0.12
O -1.554 3.137 -1.526  -0.26
C -1.837 3.609 -0.229  -0.27
C -0.604 4.235 0.375  -0.18
O 0.452 3.291 0.455  -0.22
C 1.224 3.365 1.643  -0.18
C 0.626 2.538 2.768  -0.20
O 0.618 1.148 2.518  -0.26
C 1.894 0.545 2.641  -0.09
H -3.496 3.355 -2.211  0.09
H -3.093 1.708 -1.652  0.05
H -2.409 2.327 -3.175  0.09
H -2.189 2.790 0.412  0.06
H -2.653 4.345 -0.250  0.14
H -0.878 4.598 1.372  0.13
H -0.286 5.096 -0.223  0.14
H 1.324 4.406 1.971  0.13
H 2.224 3.005 1.392  0.12
H -0.417 2.827 2.920  0.13
H 1.165 2.752 3.701  0.13
H 2.374 0.846 3.579  0.10
H 2.546 0.801 1.802  0.07
H 1.742 -0.532 2.645  0.09
C -0.872 -3.474 -2.189  -0.04
C -2.019 -3.288 -1.224  -0.40
C -2.746 -4.385 -0.791  -0.10
C -3.819 -4.136 0.070  -0.09
C -4.117 -2.854 0.446  -0.05
C -3.351 -1.743 -0.044  -0.51
N -2.291 -2.032 -0.867  0.00
N -3.598 -0.471 0.262  -0.17
Si -5.028 0.143 0.942  0.34
C -6.588 -0.253 -0.033  -0.18
C -5.352 -0.382 2.732  -0.18
C -4.885 2.020 1.030  -0.18
H -1.253 -3.714 -3.184  0.08
H -0.216 -4.295 -1.887  0.07
H -0.290 -2.557 -2.262  0.06
H -2.497 -5.384 -1.124  0.10
H -4.423 -4.956 0.443  0.10
H -4.945 -2.668 1.116  0.07
H -6.758 -1.330 -0.093  0.02
H -6.546 0.132 -1.054  0.02
H -7.456 0.196 0.460  0.02
H -5.612 -1.438 2.830  0.01
H -6.180 0.196 3.153  0.02
H -4.473 -0.201 3.356  0.02
H -4.738 2.467 0.044  0.01
H -4.044 2.307 1.668  0.02
H -5.788 2.460 1.463  0.03
S 2.629 -6.347 1.304  1.05
C 1.314 -7.366 1.698  -0.41
C 0.123 -6.795 1.375  -0.17
C 0.270 -5.481 0.857  -0.11
C 1.575 -5.079 0.790  -0.48
C 2.100 -3.788 0.341  -0.19
C 1.248 -2.660 0.269  -0.09
N 1.629 -1.466 -0.107  0.06
C 2.920 -1.280 -0.458  -0.16
C 3.854 -2.326 -0.431  -0.13
C 5.216 -2.079 -0.810  -0.02
C 5.617 -0.849 -1.187  -0.02
C 4.691 0.247 -1.221  -0.13
C 5.079 1.539 -1.604  0.02
C 4.158 2.561 -1.623  -0.19
C 2.837 2.238 -1.243  -0.07
N 2.444 1.043 -0.874  0.12
C 3.348 0.041 -0.863  -0.16
C 4.494 3.939 -1.999  -0.48
C 3.643 4.954 -2.338  -0.12
C 4.313 6.175 -2.610  -0.18
C 5.662 6.071 -2.471  -0.42
S 6.132 4.476 -2.079  1.05
C 3.411 -3.595 -0.025  0.03
H 1.490 -8.341 2.122  0.06
H -0.832 -7.278 1.517  0.11
H -0.574 -4.876 0.554  0.09
H 0.203 -2.767 0.547  0.12
H 5.915 -2.906 -0.785  0.12
H 6.646 -0.664 -1.471  0.12
H 6.110 1.712 -1.892  0.11
H 2.073 3.007 -1.219  0.11
H 2.570 4.839 -2.392  0.11
H 3.812 7.093 -2.881  0.10
H 6.402 6.842 -2.604  0.07
H 4.118 -4.417 -0.013  0.11

As for the HOMO-LUMO gap: 5.71 eV. The largest force on an atom comes out at 0.0074 Eh/bohr. The highest occupied orbital energy comes out at -0.23029 hartree. For the total energy, the calculation gives -2909.120501 Ha. The relative energy (zero: lowest compared OMol25 entry of this formula, charge and spin) is 0.0 kcal per mole.

---

4.
C35H41N3O3SSi2Tc | ωB97M-V/def2-TZVPD

Last column: Mulliken spin population.
Atoms and positions in Å:
Tc 0.423 -0.213 -0.666  1.81
C 1.562 -3.424 -1.587  0.02
Si 0.054 -2.220 -1.758  -0.05
C -1.439 -3.093 -0.985  0.02
C -0.164 -1.814 -3.547  0.00
C 0.058 -2.574 -4.777  0.00
C -0.633 -2.260 -5.913  0.00
C -1.294 -1.058 -6.158  0.00
C -1.322 -0.283 -4.982  0.00
C -0.818 -0.638 -3.814  0.02
Si -1.022 0.648 -2.253  -0.03
C -0.528 2.393 -3.109  0.01
C -2.724 0.586 -2.297  0.01
H 2.489 -3.110 -2.511  0.00
H 1.464 -4.373 -1.749  0.00
H 1.835 -3.377 -0.451  -0.01
H -1.463 -3.972 -1.726  0.00
H -2.010 -2.207 -0.994  0.00
H -1.674 -3.400 0.048  0.00
H 0.554 -3.422 -4.370  0.00
H -0.497 -2.913 -6.730  0.00
H -1.714 -0.635 -6.913  0.00
H -1.372 1.045 -5.018  0.00
H -1.188 2.987 -2.490  0.00
H -0.063 2.717 -4.092  0.00
H 0.626 2.589 -2.397  0.01
H -2.893 -0.441 -2.825  0.00
H -3.489 1.040 -2.397  0.00
H -2.819 -0.135 -0.957  0.00
C 2.920 1.720 -2.463  0.03
C 2.964 0.165 -2.331  -0.03
C 4.290 -0.455 -1.578  0.03
C 3.048 -0.075 -3.726  0.02
N 1.770 -0.254 -1.678  0.23
H 2.141 2.102 -1.806  -0.01
H 2.732 2.390 -3.549  0.00
H 3.570 2.446 -2.156  0.00
H 4.409 0.171 -0.560  0.00
H 4.986 -0.092 -2.215  0.00
H 3.868 -1.244 -1.023  -0.02
H 2.780 -1.027 -4.001  0.00
H 4.147 0.213 -3.995  0.00
H 2.079 0.526 -4.293  0.00
C -0.675 6.011 -0.312  0.02
C -0.483 4.691 -0.254  -0.01
C -1.541 3.750 0.157  0.01
C -1.096 2.431 0.612  -0.03
N 0.147 2.018 0.624  0.03
C 1.126 2.987 0.416  -0.01
C 0.877 4.208 -0.201  0.02
H -1.369 -2.473 7.434  0.96
H 0.199 6.664 -0.478  0.00
H -1.584 6.622 -0.481  0.00
H -2.698 4.014 0.365  0.00
H -2.058 1.745 0.793  -0.01
H 2.217 2.694 0.946  0.00
H 1.750 4.889 -0.355  0.00
C -1.116 -0.544 0.755  -0.21
C -2.066 -0.783 1.495  0.08
C -2.846 -0.890 2.901  0.00
C -3.084 -2.223 3.379  -0.01
C -3.815 -2.369 4.459  0.02
C -4.732 -1.252 4.860  0.01
C -4.767 -0.002 4.093  0.00
C -3.470 0.202 3.193  0.01
H -2.689 -3.104 2.945  0.00
H -4.581 -3.295 4.772  0.00
H -5.290 -1.484 5.715  0.00
H -5.129 0.728 4.566  0.00
H -3.660 1.070 2.817  0.00
O 0.257 -2.813 2.324  0.01
C 0.828 -1.769 2.452  -0.01
N 1.540 -1.142 1.466  0.02
S 2.785 -0.333 2.130  0.01
O 2.980 0.967 1.448  0.00
O 3.983 -1.120 2.348  0.00
C 2.019 -0.177 3.876  0.01
C 2.484 0.459 5.000  0.00
C 1.894 0.090 6.136  0.02
C 0.923 -1.029 6.354  0.06
C 0.477 -1.597 5.070  -0.09
C 1.026 -1.242 3.923  0.01
H 2.862 1.634 5.151  0.00
H 2.458 0.391 7.270  0.00
H 0.542 -1.441 7.346  0.01
H -0.265 -2.213 5.279  0.01

As for the multiplicity: 4. As for the HOMO-LUMO gap (alpha / beta): 5.22 / 3.61 eV. The largest force on an atom comes out at 0.2538 Eh/bohr. The highest occupied orbital energy (alpha / beta) comes out at -0.02810 / -0.02854 hartree. For the total energy, the calculation gives -2805.242827 Ha. The net charge is -2. The relative energy (zero: lowest compared OMol25 entry of this formula, charge and spin) is 608.4 kcal per mole.

---

5.
C35H41N5O2ReS | ωB97M-V/def2-TZVPD

Last column: Mulliken spin population.
Atoms and positions in Å:
Re -0.430 0.594 0.838  0.69
C -0.093 3.674 3.051  0.00
C -0.899 2.454 3.440  0.00
N -0.416 1.105 2.939  -0.02
C 0.867 0.635 3.551  0.01
C 2.113 1.306 2.970  0.00
S 2.019 1.630 1.170  0.03
C 2.347 3.423 1.071  0.02
C 1.140 4.380 1.027  0.00
N -0.052 3.825 1.619  0.01
H 0.919 3.619 3.449  0.00
H -0.559 4.520 3.574  0.00
H -1.923 2.558 3.081  0.00
H -0.938 2.365 4.529  0.00
H -1.135 0.493 3.332  0.01
H 0.917 -0.444 3.383  -0.01
H 0.809 0.790 4.630  0.00
H 2.958 0.633 3.106  0.00
H 2.357 2.228 3.487  0.00
H 2.966 3.535 0.181  0.00
H 2.999 3.626 1.921  0.00
H 0.912 4.612 -0.013  0.00
H 1.457 5.318 1.498  0.00
H -0.893 4.226 1.236  0.00
C 2.856 -4.639 -1.461  0.00
C 2.278 -3.667 -2.451  0.00
C 2.881 -3.435 -3.681  0.00
C 2.344 -2.536 -4.593  0.00
C 1.168 -1.862 -4.297  0.00
C 0.539 -2.088 -3.084  0.00
C 1.109 -2.963 -2.171  0.00
N 0.454 -3.179 -0.907  0.00
C -0.192 -2.205 -0.220  0.01
N -1.403 -2.533 0.202  -0.01
C -2.334 -1.835 0.977  -0.02
C -2.093 -0.508 1.332  0.09
C -3.123 0.147 2.035  -0.01
C -4.305 -0.487 2.354  -0.02
C -4.488 -1.817 1.989  0.03
C -3.518 -2.515 1.291  -0.01
C -3.744 -3.945 0.879  0.00
N 0.419 -1.023 0.045  0.07
C 1.847 -0.996 -0.204  0.03
C 2.309 -0.306 -1.319  0.03
C 3.666 -0.226 -1.558  0.00
C 4.555 -0.833 -0.675  0.00
C 4.079 -1.511 0.434  -0.01
C 2.711 -1.616 0.692  -0.05
C 2.235 -2.401 1.888  0.00
H 3.800 -5.041 -1.823  0.00
H 2.188 -5.490 -1.292  0.00
H 3.038 -4.159 -0.498  0.00
H 3.791 -3.968 -3.926  0.00
H 2.837 -2.374 -5.543  0.00
H 0.734 -1.175 -5.012  0.00
H -0.388 -1.578 -2.846  0.00
H 0.172 -4.127 -0.705  0.00
H -1.733 -3.416 -0.153  0.00
H -3.013 1.193 2.301  0.02
H -5.092 0.041 2.878  0.00
H -5.415 -2.317 2.239  0.00
H -4.751 -4.261 1.140  0.00
H -3.049 -4.626 1.378  0.00
H -3.648 -4.084 -0.203  0.00
H 1.592 0.168 -1.976  0.00
H 4.034 0.305 -2.426  0.00
H 5.621 -0.779 -0.854  0.00
H 4.779 -1.980 1.117  0.00
H 2.813 -2.149 2.778  0.00
H 2.366 -3.473 1.724  0.00
H 1.178 -2.244 2.110  0.00
O -0.916 0.600 -2.049  0.01
C -1.412 1.597 -1.580  0.03
O -1.134 1.909 -0.269  0.06
C -2.308 2.548 -2.243  -0.01
C -2.725 2.266 -3.542  0.00
C -3.565 3.148 -4.197  0.00
C -3.980 4.311 -3.559  0.01
C -3.563 4.595 -2.264  0.00
C -2.730 3.714 -1.601  0.01
H -2.382 1.359 -4.024  0.00
H -3.896 2.936 -5.205  0.00
H -4.635 5.001 -4.075  0.00
H -3.892 5.504 -1.777  0.00
H -2.409 3.920 -0.588  0.00

As for the multiplicity: 2. As for the HOMO-LUMO gap (alpha / beta): 6.99 / 6.75 eV. The largest force on an atom comes out at 0.0182 Eh/bohr. The highest occupied orbital energy (alpha / beta) comes out at -0.48902 / -0.49277 hartree. For the total energy, the calculation gives -2258.561721 Ha. The net charge is +2. The relative energy (zero: lowest compared OMol25 entry of this formula, charge and spin) is 43.6 kcal per mole.